110
Properties=species:S:1:pos:R:3 method="wB97M-V/def2-TZVPD" charge=-1 spin_multiplicity=3 s_squared=2.009 homo_ev="-2.45 / -4.75" homo_lumo_gap_ha="0.1800 / 0.2645" total_energy_ev=-76812.4717
Ti 0.696 -1.250 -1.106
C -3.075 -2.203 -0.840
N -1.779 -2.767 -0.483
C -1.516 -3.969 -1.259
C -1.717 -3.033 0.946
C -0.301 -3.041 1.483
N 0.413 -1.767 1.376
C -0.189 -0.682 2.160
C -1.434 0.015 1.653
C -2.482 0.228 2.535
C -3.595 0.984 2.189
C -3.556 1.599 0.941
C -2.516 1.459 0.026
C -1.478 0.539 0.335
O -0.602 0.147 -0.542
C -2.582 2.297 -1.264
C -2.903 3.759 -0.895
C -3.704 1.761 -2.165
C -1.277 2.349 -2.072
C -4.806 1.174 3.105
C -5.011 2.665 3.414
C -4.643 0.433 4.433
C -6.064 0.631 2.411
C 1.797 -2.004 1.865
C 2.760 -0.889 1.588
C 3.226 -0.071 2.608
C 4.107 0.970 2.355
C 4.504 1.142 1.031
C 4.079 0.349 -0.030
C 3.172 -0.698 0.253
O 2.663 -1.484 -0.677
C 4.600 0.694 -1.435
C 6.140 0.665 -1.422
C 4.122 2.108 -1.818
C 4.147 -0.255 -2.554
C 4.627 1.918 3.435
C 4.205 3.357 3.104
C 4.075 1.570 4.818
C 6.159 1.846 3.500
H -3.904 -2.885 -0.583
H -3.115 -2.024 -1.914
H -3.230 -1.256 -0.319
H -2.248 -4.765 -1.034
H -0.515 -4.348 -1.056
H -1.563 -3.738 -2.321
H -2.176 -4.009 1.178
H -2.305 -2.281 1.470
H 0.284 -3.777 0.927
H -0.320 -3.371 2.535
H 0.590 0.076 2.249
H -0.389 -1.044 3.184
H -2.414 -0.227 3.519
H -4.391 2.235 0.660
H -3.851 3.862 -0.365
H -2.961 4.364 -1.805
H -2.114 4.170 -0.260
H -4.678 1.830 -1.672
H -3.527 0.712 -2.413
H -3.751 2.328 -3.101
H -0.440 2.657 -1.445
H -1.399 3.084 -2.874
H -1.012 1.396 -2.519
H -4.131 3.076 3.916
H -5.880 2.809 4.065
H -5.175 3.241 2.500
H -3.779 0.797 4.996
H -4.522 -0.643 4.279
H -5.533 0.586 5.051
H -6.247 1.145 1.464
H -6.946 0.763 3.047
H -5.949 -0.434 2.194
H 2.149 -2.905 1.364
H 1.774 -2.210 2.948
H 2.874 -0.263 3.616
H 5.184 1.958 0.810
H 6.562 1.376 -0.708
H 6.526 0.914 -2.415
H 6.497 -0.333 -1.156
H 4.475 2.867 -1.117
H 3.030 2.144 -1.837
H 4.489 2.372 -2.816
H 4.431 -1.287 -2.352
H 4.628 0.066 -3.483
H 3.071 -0.235 -2.704
H 3.117 3.435 3.054
H 4.606 3.677 2.139
H 4.569 4.051 3.869
H 2.984 1.637 4.843
H 4.471 2.271 5.557
H 4.363 0.561 5.123
H 6.611 2.118 2.544
H 6.485 0.832 3.746
H 6.545 2.529 4.264
C -2.865 -1.938 -5.822
C -2.887 -1.165 -4.638
C -1.805 -1.165 -3.802
C -0.636 -1.926 -4.081
C 0.467 -1.912 -3.158
C 1.546 -2.704 -3.533
C 1.573 -3.489 -4.713
C 0.512 -3.491 -5.572
C -0.629 -2.701 -5.272
C -1.762 -2.682 -6.128
H -3.724 -1.936 -6.483
H -3.767 -0.577 -4.400
H -1.809 -0.584 -2.887
H 2.432 -2.737 -2.903
H 2.454 -4.083 -4.934
H 0.521 -4.081 -6.483
H -1.734 -3.278 -7.035